The following is a DFT calculation (ωB97M-V with the def2-TZVPD basis set) of an isolated ion of composition C4H16N4P and charge +1 at a distorted geometry.

As for the charge: +1. The calculation puts the molar mass at 151.17 g/mol. As for the energy above the lowest of the compared OMol25 structures with the same formula, charge and spin: 0.000 eV. The total energy is -19650.750 eV. For the lowest unoccupied orbital energy, the calculation gives -2.68 eV.

Last column: natural (NBO) charge in e.
Geometry (Å):
1 C 1.885555 -1.982157 0.651530  -0.4053
2 N 0.711745 -1.229459 0.850308  -0.9669
3 P 0.028478 -0.079317 -0.148066  2.2494
4 N -1.014415 -0.878000 -1.239832  -0.9093
5 C -2.167510 -1.528401 -0.549998  -0.4259
6 N -0.564095 0.954582 1.035631  -0.9302
7 C -1.496941 1.912457 0.554780  -0.4420
8 N 1.154139 0.625589 -1.062453  -0.9839
9 C 1.907144 1.765439 -0.501033  -0.4187
10 H 2.039950 -1.730693 -0.498747  0.2128
11 H 2.712633 -1.762893 1.317169  0.2136
12 H 1.720138 -3.092279 0.792471  0.2126
13 H 0.332602 -1.104414 1.788394  0.4006
14 H -1.268117 -0.257925 -1.943621  0.3957
15 H -1.821618 -1.977595 0.480413  0.2133
16 H -2.979061 -0.963557 -0.372196  0.1978
17 H -2.451602 -2.421662 -1.106154  0.2362
18 H -0.951522 0.520857 1.826394  0.4093
19 H -1.256254 2.478738 -0.303564  0.2175
20 H -2.430956 1.370818 0.182572  0.1827
21 H -1.650589 2.667840 1.274314  0.2384
22 H 1.081885 0.635375 -2.084040  0.4425
23 H 1.414739 2.695710 -0.346616  0.2100
24 H 2.308856 1.566136 0.496547  0.2231
25 H 2.754808 1.814813 -1.094214  0.2267

Cartesian forces (eV/Å) of the 6 atoms listed first:
0.5 -1.7 -3.0
-2.6 2.2 1.0
0.4 -2.6 1.1
1.0 0.2 3.4
3.6 -3.7 1.0
1.4 -0.3 -2.4

***

The following is a DFT calculation (ωB97M-V with the def2-TZVPD basis set) of a 2-piece molecular cluster, C4H16N6 overall at a distorted geometry.

As for the charge: +2. The calculation puts the molar mass at 148.21 g/mol. As for the energy above the lowest of the compared OMol25 structures with the same formula, charge and spin: 2.444 eV. The total energy is -13332.413 eV. For the lowest unoccupied orbital energy, the calculation gives -5.98 eV.

Last column: natural (NBO) charge in e.
Geometry (Å):
1 C -2.248714 0.565103 1.712355  -0.4458
2 C -2.903086 0.626184 -0.595451  0.7022
3 N -3.503940 -0.004580 -1.710951  -0.7834
4 N -3.270207 0.345266 0.699008  -0.5369
5 N -1.833291 1.420997 -0.957064  -0.7790
6 H -3.682606 -1.024359 -1.584661  0.4219
7 H -3.242195 0.089078 -2.652537  0.4230
8 H -4.010211 -0.391141 0.758793  0.4478
9 H -1.542099 2.225189 -0.447645  0.4214
10 H -2.122742 1.800900 -1.955375  0.4234
11 H -1.219620 0.213361 1.360922  0.2051
12 H -2.403297 -0.046752 2.609042  0.2638
13 H -2.219340 1.659896 1.984074  0.2366
14 C 2.614968 -0.445658 1.842195  -0.4675
15 C 2.577036 -0.596057 -0.638848  0.6985
16 N 2.399402 0.170114 0.486307  -0.5604
17 N 2.918258 0.117625 -1.802035  -0.8077
18 N 2.452085 -2.031918 -0.550673  -0.7851
19 H 2.577079 1.114422 0.462294  0.4107
20 H 2.886761 1.197031 -1.965984  0.4616
21 H 3.332443 -0.416392 -2.640300  0.4532
22 H 2.572902 -2.514498 0.289314  0.4386
23 H 2.102656 -2.426244 -1.406199  0.4313
24 H 3.673461 -0.563538 2.208575  0.2578
25 H 1.866148 -1.324826 1.847983  0.2203
26 H 2.228159 0.240787 2.646857  0.2486

Cartesian forces (eV/Å) of the 6 atoms listed first:
1.5 0.5 0.7
-0.1 -1.2 -1.2
-0.4 -1.6 4.2
0.3 -0.7 -3.5
-2.6 0.5 -3.1
-0.4 1.3 0.3

***

The following is a DFT calculation (ωB97M-V with the def2-TZVPD basis set) of a 4-piece molecular cluster, C4H16N8O4 overall at a distorted geometry.

As for the charge: 0. The calculation puts the molar mass at 240.22 g/mol. As for the energy above the lowest of the compared OMol25 structures with the same formula, charge and spin: 0.193 eV. The total energy is -24522.763 eV. For the lowest unoccupied orbital energy, the calculation gives 0.37 eV.

Last column: natural (NBO) charge in e.
Geometry (Å):
1 N -0.263797 -2.282022 -3.626056  -0.8359
2 C -1.602540 -2.092277 -3.507279  0.7668
3 N -2.402681 -3.129230 -3.870342  -0.8346
4 O -2.066446 -1.053503 -3.044834  -0.6803
5 H 0.093111 -3.095762 -4.097249  0.3864
6 H 0.390258 -1.530479 -3.528795  0.4063
7 H -3.400470 -3.099407 -3.799717  0.4166
8 H -1.999461 -3.879832 -4.404084  0.3822
9 N 2.443492 2.122008 1.432789  -0.8594
10 C 2.878216 2.536645 0.211351  0.7831
11 N 3.331700 3.831657 0.202939  -0.8520
12 O 2.862842 1.825947 -0.781899  -0.6885
13 H 1.922713 1.262317 1.581421  0.4423
14 H 2.738815 2.644483 2.238418  0.3818
15 H 3.681528 4.184868 -0.669628  0.4002
16 H 2.944171 4.512960 0.829600  0.3894
17 N -1.235055 1.361382 3.017161  -0.8667
18 C -1.820784 0.274773 3.676409  0.7715
19 N -1.039621 -0.836378 3.615056  -0.8720
20 O -2.851273 0.365350 4.320303  -0.6499
21 H -1.906439 1.937454 2.539379  0.3990
22 H -0.393303 1.067165 2.545890  0.3887
23 H -0.082949 -0.688200 3.351261  0.4137
24 H -1.446843 -1.672709 3.987858  0.4068
25 N -0.930214 -1.273578 0.127783  -0.8362
26 C 0.174231 -0.495324 0.164916  0.7980
27 N 0.537431 0.026901 -1.036245  -0.8467
28 O 0.787671 -0.238349 1.201338  -0.7526
29 H -1.286009 -1.622633 1.000171  0.4078
30 H -1.427536 -1.476456 -0.722749  0.4123
31 H 1.186801 0.799687 -1.038830  0.4358
32 H 0.182444 -0.287458 -1.916335  0.3861

Cartesian forces (eV/Å) of the 6 atoms listed first:
0.5 -1.0 -0.5
-0.9 1.2 0.5
0.8 -0.8 -0.5
0.3 -0.2 0.2
0.0 0.0 0.1
-0.2 0.3 0.0

***

Q: What is the lowest unoccupied orbital energy in the third record?
A: 0.37 eV

***

Q: Look up the lowest unoccupied orbital energy of the second one.
A: -5.98 eV

***

Q: The highest charge belongs to which entry?
A: C4H16N6

***

Q: What is the charge in the second record?
A: +2